(1)
21
Properties=species:S:1:pos:R:3:forces:R:3 method="wB97M-V/def2-TZVPD" total_charge=-1 lumo_ha="0.1164 / 0.1174" energy_ha=-1713.766535 e_homo_ev="0.60 / -2.19" multiplicity=5
C 1.6922 -1.9915 -0.7296 -0.4604 0.1681 -0.4229
C 2.0932 -0.8556 -1.5225 -0.8688 -0.5461 -0.5350
C 0.9680 -0.4623 -2.3406 0.2814 -0.9945 0.0952
C -0.1245 -1.3614 -2.0618 1.1660 -0.1890 0.2686
C 0.3114 -2.2980 -1.0537 0.8523 0.4172 -0.9182
Cr 0.4654 -0.2465 -0.1725 -0.8525 0.1469 0.6182
P 1.2467 0.2583 1.9840 -0.4094 -0.1811 -0.9184
H 2.3428 -2.5871 -0.0925 -0.1838 0.2264 -0.0993
H 3.0923 -0.4261 -1.5553 -0.3246 0.0040 0.1038
H 0.9713 0.2950 -3.1237 -0.0401 -0.1307 0.3771
H -0.2408 -3.1784 -0.7271 0.1026 0.4245 0.0930
H -1.0387 -1.4404 -2.6452 0.0704 0.2972 0.4065
H 1.1436 1.6426 2.3375 0.2052 -0.4641 0.4842
H 2.6145 -0.0362 2.2918 -0.3948 0.2696 0.3524
H 0.5493 -0.3923 3.0577 0.5006 0.4707 -0.1267
C -3.0077 2.4743 1.2545 -0.6398 0.6014 0.4352
C -1.9878 1.5961 0.7386 1.6229 -1.6540 -1.4376
N -1.2484 0.8781 0.1841 -0.8583 1.4578 1.5511
H -2.5563 3.3753 1.7079 -0.1221 -0.3771 -0.1837
H -3.6066 1.9656 2.0310 0.2372 0.1107 -0.2510
H -3.6800 2.7905 0.4374 0.1160 -0.0579 0.1076

=====

(2)
19
Properties=species:S:1:pos:R:3:forces:R:3 method="wB97M-V/def2-TZVPD" total_charge=0 relative_energy_kcal_mol=27.08 lumo_ha=0.0404 smiles="C/C=C(/F)[C@H]1C[C@@H]1C" energy_ha=-373.124260 e_homo_ev=-8.70
C 1.0476 0.7819 -2.1142 -0.2626 -0.9186 0.0626
C 1.2128 -0.6787 -1.6537 -0.2885 1.2338 -1.9270
C 0.8443 -1.2075 -0.5121 1.0891 -0.5722 -1.1277
C 0.2269 -0.7072 0.6711 -1.0318 0.4617 1.0075
C 0.4021 0.6548 1.2651 1.1559 0.4801 0.5049
C -0.9121 0.2970 0.6840 -0.5060 0.0112 1.2307
C -2.1007 0.0330 1.6299 0.1627 -0.5028 -1.1877
H 0.0205 1.1834 -2.0984 0.3899 -0.2363 0.2212
H 1.7238 1.4561 -1.6087 0.0677 0.2515 0.2860
H 1.3512 0.7635 -3.1497 0.0333 0.3186 -0.3703
H 1.5643 -1.3113 -2.4938 -0.0289 0.0559 1.1360
H 0.1373 -1.5143 1.3769 -0.2210 -0.0355 0.3530
H 1.0461 1.3451 0.7515 -0.0163 0.1511 -0.5320
H 0.6252 0.7411 2.3272 -0.5966 -0.3003 0.0003
H -1.1261 0.8377 -0.2273 -0.1563 -0.3088 -0.1367
H -1.7639 -0.4442 2.5607 -0.0755 0.2411 -0.2374
H -2.6347 0.9629 1.8419 0.0657 -0.1427 0.1114
H -2.7969 -0.6688 1.1135 0.3077 0.4830 0.5027
F 1.1325 -2.5243 -0.3638 -0.0886 -0.6707 0.1030

=====

(3)
21
Properties=species:S:1:pos:R:3:forces:R:3 method="wB97M-V/def2-TZVPD" total_charge=0 relative_energy_kcal_mol=62.52 lumo_ha="-0.0351 / -0.0460" energy_ha=-482.541800 e_homo_ev="-9.18 / -9.72"
C -1.7570 -0.3880 -0.0600 -3.7212 1.2605 -0.0145
C 1.8917 0.0236 -0.7409 0.8013 2.8144 1.2028
C 0.7137 0.2001 -0.1561 -0.7111 0.6388 1.4505
C -0.1299 2.4843 0.3184 1.0188 1.1678 2.3815
C 0.4293 1.2449 0.9546 1.6240 -1.5603 1.8156
C -0.3728 -1.8181 -1.3435 0.7775 -0.2014 -2.4493
C -0.4501 -0.6486 -0.3801 3.4556 -3.7982 1.9512
N -2.9114 -0.2624 0.0116 1.2903 -0.0377 0.2403
N -0.0938 -1.7368 1.4818 -1.0969 0.6341 -1.4779
F -0.6400 -1.2362 -2.6322 -0.1157 -0.1224 0.5319
H 2.1478 -0.5497 -1.5597 -0.0949 -1.5931 -1.4752
H 2.7194 0.7423 -0.5072 -0.8523 -0.7586 0.2053
H -0.7406 2.2600 -0.4844 -1.1793 -0.3535 -1.7998
H 0.6736 3.1611 0.0540 0.0970 0.0454 -0.5095
H -0.7223 3.0265 1.0499 -0.2171 0.1512 0.0479
H -0.2403 0.8242 1.7910 0.5474 0.4306 -1.6838
H 1.3898 1.3901 1.5950 -1.3422 0.1655 -1.4680
H -1.1908 -2.5282 -1.1968 0.2797 0.0401 0.2748
H 0.6118 -2.3584 -1.5905 -1.2738 0.9542 1.4516
H -0.7216 -1.2124 2.1479 0.4816 -0.7082 -0.9966
H -0.6066 -2.6179 1.2474 0.2311 0.8308 0.3211

=====

Repeat the first record exactly.
21
Properties=species:S:1:pos:R:3:forces:R:3 method="wB97M-V/def2-TZVPD" total_charge=-1 lumo_ha="0.1164 / 0.1174" energy_ha=-1713.766535 e_homo_ev="0.60 / -2.19" multiplicity=5
C 1.6922 -1.9915 -0.7296 -0.4604 0.1681 -0.4229
C 2.0932 -0.8556 -1.5225 -0.8688 -0.5461 -0.5350
C 0.9680 -0.4623 -2.3406 0.2814 -0.9945 0.0952
C -0.1245 -1.3614 -2.0618 1.1660 -0.1890 0.2686
C 0.3114 -2.2980 -1.0537 0.8523 0.4172 -0.9182
Cr 0.4654 -0.2465 -0.1725 -0.8525 0.1469 0.6182
P 1.2467 0.2583 1.9840 -0.4094 -0.1811 -0.9184
H 2.3428 -2.5871 -0.0925 -0.1838 0.2264 -0.0993
H 3.0923 -0.4261 -1.5553 -0.3246 0.0040 0.1038
H 0.9713 0.2950 -3.1237 -0.0401 -0.1307 0.3771
H -0.2408 -3.1784 -0.7271 0.1026 0.4245 0.0930
H -1.0387 -1.4404 -2.6452 0.0704 0.2972 0.4065
H 1.1436 1.6426 2.3375 0.2052 -0.4641 0.4842
H 2.6145 -0.0362 2.2918 -0.3948 0.2696 0.3524
H 0.5493 -0.3923 3.0577 0.5006 0.4707 -0.1267
C -3.0077 2.4743 1.2545 -0.6398 0.6014 0.4352
C -1.9878 1.5961 0.7386 1.6229 -1.6540 -1.4376
N -1.2484 0.8781 0.1841 -0.8583 1.4578 1.5511
H -2.5563 3.3753 1.7079 -0.1221 -0.3771 -0.1837
H -3.6066 1.9656 2.0310 0.2372 0.1107 -0.2510
H -3.6800 2.7905 0.4374 0.1160 -0.0579 0.1076

=====

Please write out number 2 again, unchanged.
19
Properties=species:S:1:pos:R:3:forces:R:3 method="wB97M-V/def2-TZVPD" total_charge=0 relative_energy_kcal_mol=27.08 lumo_ha=0.0404 smiles="C/C=C(/F)[C@H]1C[C@@H]1C" energy_ha=-373.124260 e_homo_ev=-8.70
C 1.0476 0.7819 -2.1142 -0.2626 -0.9186 0.0626
C 1.2128 -0.6787 -1.6537 -0.2885 1.2338 -1.9270
C 0.8443 -1.2075 -0.5121 1.0891 -0.5722 -1.1277
C 0.2269 -0.7072 0.6711 -1.0318 0.4617 1.0075
C 0.4021 0.6548 1.2651 1.1559 0.4801 0.5049
C -0.9121 0.2970 0.6840 -0.5060 0.0112 1.2307
C -2.1007 0.0330 1.6299 0.1627 -0.5028 -1.1877
H 0.0205 1.1834 -2.0984 0.3899 -0.2363 0.2212
H 1.7238 1.4561 -1.6087 0.0677 0.2515 0.2860
H 1.3512 0.7635 -3.1497 0.0333 0.3186 -0.3703
H 1.5643 -1.3113 -2.4938 -0.0289 0.0559 1.1360
H 0.1373 -1.5143 1.3769 -0.2210 -0.0355 0.3530
H 1.0461 1.3451 0.7515 -0.0163 0.1511 -0.5320
H 0.6252 0.7411 2.3272 -0.5966 -0.3003 0.0003
H -1.1261 0.8377 -0.2273 -0.1563 -0.3088 -0.1367
H -1.7639 -0.4442 2.5607 -0.0755 0.2411 -0.2374
H -2.6347 0.9629 1.8419 0.0657 -0.1427 0.1114
H -2.7969 -0.6688 1.1135 0.3077 0.4830 0.5027
F 1.1325 -2.5243 -0.3638 -0.0886 -0.6707 0.1030